The following is a quantum chemistry calculation of a structure of composition C38H54BiN4PS2Sb2Se4Si3, from the OMol25 dataset.

The geometry in XYZ format:
```
109
Properties=species:S:1:pos:R:3:forces:R:3:mulliken_charge:R:1
Bi -0.090 0.509 1.927 0.113 -1.417 1.683 1.15
Sb 3.228 0.072 0.080 -1.269 0.007 -0.276 0.66
Sb -1.765 -1.083 5.119 -0.729 0.272 3.716 0.77
Se -3.426 -2.691 6.152 0.841 0.491 -0.849 -0.71
Se 0.274 -0.953 6.672 -0.589 0.143 -1.140 -0.75
Se -3.049 1.087 5.230 0.925 -0.373 -0.886 -0.63
Se -1.130 -2.134 2.999 1.076 1.220 -1.918 -0.57
S -5.634 -3.616 -2.345 0.402 -0.726 -0.021 -0.63
S -2.816 -1.823 -1.321 1.050 0.342 -0.697 -0.42
P -4.748 -2.027 -1.499 -0.524 -1.669 -1.300 0.83
Si 1.259 0.372 -2.707 0.612 0.241 -0.434 0.62
Si 2.596 2.391 3.118 0.028 -0.604 -0.845 0.49
Si 4.158 -1.051 -3.360 -1.075 1.159 0.636 0.55
N -2.248 2.651 1.021 -0.707 -0.903 0.123 -0.04
N 1.781 -2.247 -0.483 1.467 -1.471 -1.477 0.27
N -3.741 3.961 1.927 0.644 0.941 -0.135 0.08
N 3.886 -1.076 1.986 -0.621 0.349 -0.741 0.15
C 4.855 1.474 -0.312 0.219 -0.082 -0.550 -1.39
C 4.695 -2.094 2.343 0.011 -0.350 0.608 -0.38
C 0.407 -0.127 -4.349 0.986 0.104 0.110 -1.16
C 1.697 -4.683 -0.774 0.252 0.100 -0.488 -0.86
C -5.400 -1.938 0.124 -1.546 -0.150 -0.747 0.59
C -4.372 1.583 1.728 -0.594 -0.242 -0.028 0.00
C 4.457 2.663 3.572 -0.106 2.356 0.664 -1.23
C -5.924 0.181 -4.652 0.119 -1.067 -1.196 -0.51
C 5.367 -2.184 -2.502 0.672 0.816 0.766 -1.15
C -5.553 -0.728 -2.472 -0.324 0.912 1.400 0.27
C 3.736 -1.827 -5.029 -0.420 -0.460 -0.367 -1.30
C -1.787 3.922 1.038 2.441 0.008 -1.632 -0.09
C -6.299 1.377 -4.127 -0.490 1.018 1.732 -0.48
C 2.201 3.666 1.736 -0.871 0.839 0.961 -0.69
C -6.414 1.491 -2.716 -0.840 0.603 -0.703 -0.45
C 2.106 -2.125 -1.829 -2.197 -1.805 -0.201 -0.30
C -3.449 2.699 1.585 0.830 0.169 -0.809 -0.09
C 1.585 2.687 4.657 0.708 0.867 0.381 -0.89
C 4.878 -2.441 3.671 -0.819 1.323 0.157 -0.77
C 0.001 0.462 -1.319 0.261 0.839 0.224 -0.09
C -5.579 -0.885 -3.830 0.643 -1.276 -1.158 -0.39
C 3.069 -0.380 2.852 2.017 -1.262 1.192 -0.12
C -6.788 -1.866 0.240 0.352 0.181 2.333 -0.80
C 5.094 0.676 -3.587 -1.673 -0.835 -1.874 -1.14
C -6.415 -1.583 2.651 1.061 0.400 -1.027 -0.86
C 1.637 -4.534 -2.145 0.160 1.111 -1.246 -0.72
C 3.340 -0.612 4.239 0.549 -0.904 -0.393 -0.30
C 2.208 0.660 2.330 -0.779 0.713 0.213 -0.14
C -4.574 -2.042 1.208 2.351 -0.769 -0.876 -0.35
C 1.758 -3.242 -2.721 1.007 0.020 1.092 -0.69
C 4.250 -1.612 4.647 -0.693 0.075 -2.003 -0.66
C 2.643 -0.865 -2.274 0.756 1.560 -0.741 1.32
C -7.255 -1.679 1.551 -1.269 -0.125 -0.091 -0.48
C -2.672 4.769 1.559 -0.670 1.056 1.134 -0.86
C -5.051 -1.787 2.438 -0.751 0.070 2.359 0.31
C -6.115 0.430 -1.895 1.229 0.216 -0.320 -0.23
C 1.844 2.212 -2.911 0.912 0.535 -0.649 -1.17
C 1.717 -3.514 -0.054 -1.395 0.146 2.783 -0.42
H 0.761 0.732 -5.011 -0.988 -1.282 0.307 0.25
H -1.001 0.417 -1.770 0.111 -0.263 0.657 0.35
H -5.914 0.027 -5.739 0.059 0.150 0.384 0.32
H 4.839 -3.067 -2.168 0.062 -0.556 -0.178 0.28
H 2.806 2.370 -3.466 -0.650 -0.470 0.247 0.32
H 1.136 2.883 -3.454 0.058 -0.738 0.356 0.43
H -8.334 -1.650 1.735 0.204 0.139 -0.167 0.30
H 4.676 3.812 3.425 -0.530 -1.941 0.000 0.30
H 0.079 1.403 -0.711 -0.025 -0.474 -0.704 -0.09
H 1.675 -5.628 -0.238 -0.105 0.135 -0.291 0.44
H 1.553 1.878 5.405 0.312 0.223 -0.168 0.26
H 1.538 -5.379 -2.822 -0.177 0.008 0.161 0.41
H -5.297 -1.918 -4.223 -0.310 1.681 0.391 0.19
H 5.819 -1.733 -1.575 -0.369 -0.193 -0.845 0.21
H -0.818 4.136 0.534 -0.840 0.046 0.688 0.29
H 1.715 -3.136 -3.838 0.139 0.099 1.475 0.33
H -3.511 -2.399 1.034 -1.379 1.023 0.319 0.07
H 6.111 0.341 -3.738 0.581 0.417 0.267 0.41
H 5.201 -2.689 1.578 -0.265 0.510 -0.134 0.41
H -7.486 -2.035 -0.564 0.195 0.248 -0.310 0.48
H 5.203 2.154 2.970 0.036 -0.268 0.022 0.35
H 4.680 2.564 4.667 -0.247 -0.447 -0.928 0.35
H 2.033 2.737 -1.962 -0.198 -0.342 0.102 0.17
H 5.470 -3.287 3.998 0.054 0.109 -0.299 0.42
H 2.767 0.012 4.898 -0.094 -0.163 0.705 0.30
H -4.407 -1.771 3.311 0.091 -0.130 -0.048 -0.13
H 0.713 -1.131 -4.752 -0.086 1.116 0.321 0.23
H -6.825 2.401 -2.247 0.354 -0.364 -0.462 0.32
H 4.768 1.140 -4.580 0.356 -0.488 1.240 0.30
H 4.490 -1.896 5.646 -0.375 0.468 0.824 0.43
H 0.548 2.870 4.435 -0.608 0.102 -0.317 0.32
H -4.465 4.250 2.536 -0.739 0.038 0.330 0.21
H -0.669 -0.198 -4.146 0.115 0.448 -0.470 0.39
H 4.531 2.248 -1.036 -0.126 -0.562 0.309 0.33
H 1.536 3.316 0.921 0.671 -0.029 0.194 -0.21
H -6.547 2.235 -4.734 -0.019 0.007 -0.203 0.38
H -2.587 5.822 1.817 -0.249 -0.385 -0.179 0.36
H -5.425 1.943 1.679 0.655 -0.421 0.256 0.40
H 1.604 4.495 2.205 0.415 -0.592 -0.232 0.39
H 3.113 4.170 1.391 -0.198 -0.406 -0.340 0.41
H -6.152 0.610 -0.825 -0.012 -0.432 -0.053 0.22
H 5.672 0.901 -0.761 0.119 0.284 0.134 0.49
H -6.706 -1.262 3.629 -0.555 -0.218 0.379 0.46
H 1.501 -3.676 1.044 0.430 0.689 -1.036 0.26
H 4.932 1.414 -2.797 0.333 -0.437 -0.260 0.26
H -4.120 1.116 2.685 -0.499 -0.318 -0.013 -0.11
H 5.161 1.994 0.571 0.347 0.128 0.649 0.35
H 6.186 -2.383 -3.203 -0.070 -0.408 0.245 0.44
H 3.387 -2.900 -5.085 0.645 1.125 0.391 0.27
H 0.231 -0.373 -0.656 -0.544 -0.425 -0.016 -0.36
H 2.977 -1.249 -5.570 -0.024 0.084 0.249 0.36
H 1.982 3.646 5.092 -0.330 -0.830 0.007 0.28
H -4.188 0.893 0.901 -0.097 -0.154 0.185 -0.23
H 4.626 -1.716 -5.623 0.622 -0.249 -0.588 0.46
```
Forces are in eV/Å.

Charge   -2
HOMO energy (spin up / spin down)   -1.9 / -1.7 eV
Orbital gap (spin up / spin down)   3.859 / 3.355 eV

---

The following is a quantum chemistry calculation of a cluster of 3 separate species, CH3F2OPS in total, from the OMol25 dataset.

The geometry in XYZ format:
```
9
Properties=species:S:1:pos:R:3:forces:R:3:mulliken_charge:R:1
S 3.573 0.450 0.839 -1.160 -0.606 -1.080 -0.22
P 2.181 -0.336 -0.238 0.267 -0.765 2.654 0.48
F -2.236 -1.107 0.152 -2.313 1.090 -0.986 -0.39
F 1.344 -1.422 0.858 0.825 1.442 -1.659 -0.33
O 0.132 1.167 0.163 0.872 -0.343 -0.235 -0.38
C -0.818 0.968 -0.541 -1.548 0.726 1.005 -0.06
H -1.812 1.197 -0.140 -0.136 0.237 -0.084 0.24
H -0.865 0.576 -1.546 0.788 -0.434 -0.697 0.28
H -1.499 -1.494 0.452 2.406 -1.348 1.081 0.40
```
Forces are in eV/Å.

Energy above the lowest of the compared OMol25 structures with the same formula, charge and spin   262.6 kJ/mol
HOMO energy   -9.7 eV
Orbital gap   8.863 eV
Structure (SMILES)   FP=S.C=O.F